Density functional theory data (ωB97M-V/def2-TZVPD) for a structure of composition C21H17N3O3S2Tb in a non-equilibrium geometry.

Output
LUMO (spin up / spin down) = -0.11156 / -0.11044 Ha
Net charge = +1
Relative energy (zero: lowest compared OMol25 entry of this formula, charge and spin) = 0.0 kcal per mole
<S²> = 12.696
HOMO-LUMO gap (spin up / spin down) = 0.3053 / 0.3066 Eh
Multiplicity = 7

Geometry (Å):
Tb 0.41 0.56 -0.02
C 6.68 -4.61 -2.54
C 5.56 -3.72 -2.07
C 5.81 -2.39 -1.74
C 4.80 -1.54 -1.33
C 3.51 -2.06 -1.26
C 3.22 -3.39 -1.59
C 4.25 -4.21 -1.99
S 2.23 -1.07 -0.71
O 2.71 0.34 -0.68
O 1.04 -1.12 -1.58
N 1.59 -1.39 0.68
C 2.28 -1.15 1.91
C 3.47 -1.71 2.25
C 4.04 -1.50 3.54
C 3.38 -0.76 4.47
C 2.14 -0.15 4.13
C 1.40 0.62 5.05
C 0.22 1.20 4.67
C -0.19 1.05 3.33
N 0.47 0.34 2.45
C 1.61 -0.32 2.84
H 7.64 -4.30 -2.11
H 6.78 -4.57 -3.62
H 6.50 -5.65 -2.26
H 6.83 -2.02 -1.80
H 5.00 -0.51 -1.08
H 2.20 -3.76 -1.53
H 4.05 -5.24 -2.25
H 3.97 -2.37 1.56
H 4.98 -1.97 3.78
H 3.78 -0.62 5.46
H 1.78 0.75 6.05
H -0.37 1.79 5.35
H -1.08 1.56 2.97
O -1.64 0.78 -0.55
N -2.44 1.84 -0.36
C -3.74 1.67 -0.69
C -4.62 2.69 -0.53
C -4.15 3.91 -0.03
C -2.82 4.05 0.28
C -1.90 3.00 0.11
S -0.22 3.15 0.44
H -3.98 0.69 -1.06
H -5.66 2.54 -0.79
H -4.82 4.74 0.10
H -2.43 4.99 0.65